(1)
Computed, not measured: a structure of composition C6H11NO, with ωB97M-V/def2-TZVPD.

Last column: Löwdin charge in e.
Atoms and positions in Å:
C -0.194 1.547 0.391  -0.214
C -1.229 -2.102 -1.056  -0.047
C 1.381 -0.578 1.046  -0.093
C -0.527 0.379 -1.153  -0.311
C -0.655 -0.823 -0.528  -0.289
N 0.953 2.292 0.011  -0.003
C -0.088 -0.625 0.776  -0.095
O -0.755 1.033 -2.131  0.078
H 1.120 3.129 0.555  0.075
H 0.959 2.503 -0.980  0.074
H -1.187 1.953 0.154  0.110
H -0.213 1.415 1.479  0.096
H -0.666 -0.997 1.633  0.127
H -1.890 -1.917 -1.904  0.080
H -1.816 -2.587 -0.268  0.080
H -0.466 -2.821 -1.372  0.075
H 1.614 -0.147 2.023  0.083
H 1.733 -1.618 1.050  0.095
H 1.926 -0.037 0.274  0.079

Output
Energy above the lowest of the compared OMol25 structures with the same formula, charge and spin, eV: 4.788
Charge: 0

---

(2)
Computed, not measured: a cluster of 2 separate species, C22H28N3O2 in total in a non-equilibrium geometry, with ωB97M-V/def2-TZVPD.

Last column: Löwdin charge in e.
Atoms and positions in Å:
C -1.921 -2.017 -5.207  -0.097
C -2.456 -0.782 -4.463  -0.095
C -2.065 -1.039 -3.045  -0.153
C -1.447 -2.310 -2.987  -0.217
O -1.298 -2.907 -4.201  -0.007
C -0.955 -2.825 -1.782  0.024
C -0.955 -2.006 -0.683  -0.050
C -1.379 -0.655 -0.768  -0.239
C -0.947 0.270 0.295  0.008
C -1.518 0.104 1.641  -0.175
C -1.540 1.201 2.555  0.049
C -1.849 1.009 3.894  -0.138
C -2.228 -0.283 4.345  -0.210
O -2.439 -0.385 5.677  0.015
C -2.212 0.981 6.245  -0.079
C -1.822 1.912 5.085  -0.092
C -2.362 -1.352 3.452  0.034
C -2.027 -1.147 2.122  0.005
C -2.032 -0.207 -1.933  0.025
H -2.718 -2.594 -5.697  0.128
H -1.158 -1.758 -5.959  0.127
H -2.037 0.153 -4.862  0.124
H -3.547 -0.710 -4.553  0.126
H -0.530 -3.827 -1.758  0.129
H -0.566 -2.361 0.274  0.115
H -0.837 1.315 0.010  0.111
H -1.301 2.208 2.203  0.133
H -3.148 1.267 6.737  0.128
H -1.430 0.894 7.011  0.128
H -0.839 2.368 5.254  0.127
H -2.543 2.726 4.979  0.127
H -2.691 -2.315 3.821  0.128
H -2.133 -1.989 1.447  0.104
H -2.507 0.778 -1.988  0.137
C 3.441 1.136 -2.633  -0.050
N 2.284 1.225 -1.753  -0.133
C 0.999 1.322 -2.424  -0.037
C 2.243 0.617 -0.542  -0.345
N 1.082 0.219 -0.012  0.155
N 3.453 0.460 0.101  -0.151
C 4.560 1.385 -0.072  -0.060
C 3.569 -0.351 1.299  -0.048
H 4.034 0.237 -2.461  0.099
H 3.062 1.095 -3.653  0.090
H 4.107 2.001 -2.566  0.088
H 0.584 0.313 -2.600  0.098
H 0.276 1.886 -1.814  0.090
H 1.134 1.827 -3.387  0.097
H 1.229 -0.272 0.857  0.055
H 4.215 2.390 -0.350  0.102
H 5.109 1.464 0.870  0.094
H 5.270 1.028 -0.828  0.086
H 2.749 -1.066 1.279  0.078
H 4.514 -0.910 1.323  0.104
H 3.521 0.277 2.205  0.105

Output
Energy above the lowest of the compared OMol25 structures with the same formula, charge and spin, eV: 2.564
Charge: +1

---

(3)
Computed, not measured: a structure of composition C34H25N5O6PbS, with ωB97M-V/def2-TZVPD.

Last column: Löwdin charge in e.
Atoms and positions in Å:
Pb 0.037 -1.026 -1.481  1.611
C -3.872 -1.556 -1.958  -0.001
O -3.054 -1.361 -0.782  -0.109
C -3.316 -0.355 0.033  -0.212
C -4.389 0.529 -0.125  0.028
C -4.545 1.582 0.746  0.021
C -3.652 1.812 1.819  -0.030
C -2.610 0.964 2.004  0.014
C -2.419 -0.150 1.131  -0.180
N -1.454 -1.074 1.328  0.194
N -0.711 -0.973 2.317  0.151
C 0.492 -1.051 2.716  -0.032
C 1.642 -0.866 1.728  -0.258
O 1.436 -0.671 0.535  -0.063
C 2.974 -0.982 2.265  0.028
C 3.188 -1.188 3.575  0.059
C 2.114 -1.325 4.551  -0.154
C 2.400 -1.490 5.896  0.017
C 1.370 -1.582 6.828  -0.013
C 0.049 -1.507 6.414  -0.025
C -0.249 -1.352 5.068  0.009
C 0.775 -1.268 4.131  -0.104
H -3.925 -0.637 -2.541  0.108
H -4.867 -1.891 -1.672  0.116
H -3.378 -2.333 -2.532  0.106
H -5.099 0.389 -0.925  0.125
H -5.382 2.252 0.602  0.135
H -3.811 2.641 2.493  0.126
H -1.934 1.087 2.842  0.126
H 3.785 -0.885 1.557  0.136
H 4.206 -1.249 3.943  0.140
H 3.432 -1.550 6.215  0.132
H 1.602 -1.714 7.875  0.126
H -0.750 -1.568 7.139  0.124
H -1.282 -1.283 4.746  0.121
O 1.318 -1.855 -3.226  -0.181
C 1.691 -3.024 -3.458  -0.148
C 1.381 -4.211 -2.738  -0.117
C 1.854 -5.417 -3.299  0.066
C 1.626 -6.597 -2.663  -0.128
C 0.938 -6.643 -1.441  0.045
C 0.481 -5.485 -0.873  0.019
C 0.681 -4.232 -1.495  -0.332
O 0.240 -3.159 -0.906  -0.277
N 2.131 -7.845 -3.253  -0.356
O 1.877 -8.872 -2.665  0.103
O 2.765 -7.755 -4.281  0.099
H 2.345 -3.163 -4.328  0.150
H 2.398 -5.415 -4.236  0.137
H 0.792 -7.604 -0.966  0.133
H -0.046 -5.498 0.071  0.124
S 2.208 5.890 -1.359  1.015
C 1.624 4.217 -1.525  -0.497
C 0.700 3.689 -0.625  -0.053
C 0.303 2.378 -0.782  -0.158
N 0.753 1.584 -1.758  -0.073
C 1.627 2.098 -2.625  -0.114
C 2.097 3.398 -2.540  -0.048
C 0.674 6.716 -1.767  -0.524
C -0.075 7.332 -0.779  -0.084
C -1.261 7.953 -1.154  -0.132
N -1.710 7.981 -2.403  0.073
C -0.966 7.405 -3.344  -0.126
C 0.233 6.760 -3.080  -0.073
H 0.309 4.293 0.182  0.115
H -0.409 1.935 -0.089  0.092
H 1.959 1.443 -3.423  0.119
H 2.819 3.767 -3.255  0.118
H 0.254 7.340 0.251  0.105
H -1.879 8.446 -0.412  0.112
H -1.344 7.466 -4.357  0.113
H 0.811 6.315 -3.879  0.110

Output
Energy above the lowest of the compared OMol25 structures with the same formula, charge and spin, eV: 0.852
Charge: +2

---

(4)
Computed, not measured: a structure of composition C20H23N3O4S in a non-equilibrium geometry, with ωB97M-V/def2-TZVPD.

Last column: Löwdin charge in e.
Atoms and positions in Å:
C -4.405 1.563 -2.973  -0.054
C -3.856 2.584 -1.986  -0.232
H -4.581 2.763 -1.188  0.108
H -3.645 3.530 -2.494  0.124
O -2.590 2.212 -1.459  -0.034
C -2.407 1.049 -0.777  -0.188
C -1.097 0.568 -0.826  0.053
C -0.739 -0.585 -0.151  -0.124
C -1.705 -1.305 0.544  0.043
C -3.013 -0.853 0.605  -0.171
C -3.367 0.361 -0.024  -0.135
O -4.660 0.837 0.044  -0.073
C -5.155 1.157 1.337  -0.223
C -4.338 2.246 2.024  -0.052
H -4.288 3.137 1.402  0.076
H -4.801 2.504 2.973  0.077
H -3.324 1.897 2.210  0.080
H -6.175 1.502 1.148  0.126
H -5.194 0.261 1.965  0.111
O -4.019 -1.490 1.266  -0.055
C -3.805 -2.787 1.791  -0.233
C -3.757 -3.861 0.710  -0.056
H -2.906 -3.712 0.050  0.070
H -4.666 -3.825 0.114  0.081
H -3.675 -4.840 1.174  0.079
H -2.900 -2.810 2.408  0.120
H -4.670 -2.953 2.441  0.126
H -1.392 -2.217 1.025  0.114
C 0.639 -1.147 -0.171  -0.408
O 0.867 -2.321 0.044  0.078
N 1.613 -0.223 -0.439  0.151
C 2.989 -0.463 -0.488  -0.137
C 3.589 -1.483 -1.203  -0.186
C 4.996 -1.635 -1.155  -0.027
C 5.829 -0.800 -0.467  -0.016
C 5.250 0.281 0.217  -0.360
N 5.854 1.240 0.919  -0.244
S 4.739 2.244 1.492  1.004
N 3.430 1.522 0.888  -0.246
C 3.823 0.447 0.202  -0.289
H 6.897 -0.940 -0.447  0.112
H 5.423 -2.460 -1.707  0.112
C 2.789 -2.411 -2.056  -0.036
H 2.240 -3.117 -1.432  0.076
H 3.433 -2.963 -2.736  0.078
H 2.050 -1.855 -2.632  0.091
H 1.381 0.743 -0.250  0.132
H -0.395 1.126 -1.425  0.126
H -5.297 1.961 -3.448  0.079
H -4.665 0.643 -2.456  0.070
H -3.663 1.343 -3.737  0.082

Output
Energy above the lowest of the compared OMol25 structures with the same formula, charge and spin, eV: 1.670
Charge: 0

---

(5)
Computed, not measured: a structure of composition C4H5LiO5Yb in a non-equilibrium geometry, with ωB97M-V/def2-TZVPD.

Last column: Löwdin charge in e.
Atoms and positions in Å:
O 0.815 -2.156 -2.633  -0.124
C 0.048 -2.260 -1.660  -0.638
O -0.573 -3.230 -1.281  0.064
O 0.010 -1.070 -0.866  0.143
C 0.055 0.089 1.191  0.033
C 0.064 -1.151 0.424  0.012
Li -0.577 -4.894 -2.174  0.912
H 0.213 -0.105 2.259  0.127
H 0.970 0.626 0.887  0.148
H -1.131 -0.015 1.071  0.220
H 0.476 -2.072 0.849  0.191
Yb 2.172 -0.971 -4.034  1.863
O -0.665 2.779 1.050  0.031
C -0.573 3.786 1.694  -0.278
O -0.798 4.989 1.290  0.149
H -0.505 5.656 1.932  0.146

Output
Energy above the lowest of the compared OMol25 structures with the same formula, charge and spin, eV: 0.000
Charge: +3
Multiplicity: 2

---

(6)
Computed, not measured: a structure of composition C20H26N4S4Sr, with ωB97M-V/def2-TZVPD.

Last column: Löwdin charge in e.
Atoms and positions in Å:
Sr -0.237 -0.325 -0.950  1.072
C -4.329 -1.114 -0.776  -0.513
C -4.431 0.192 0.001  -0.488
S -2.977 1.257 -0.169  0.832
C -2.598 1.714 1.541  -0.494
C -2.330 0.574 2.517  -0.486
S -0.988 -0.541 2.033  0.817
C -1.757 -2.179 2.148  -0.499
C -3.015 -2.434 1.328  -0.476
S -2.867 -2.123 -0.454  0.827
H -4.309 -0.929 -1.852  0.084
H -5.221 -1.714 -0.592  0.097
H -4.595 0.008 1.061  0.069
H -5.299 0.746 -0.355  0.093
H -3.414 2.328 1.923  0.097
H -1.731 2.374 1.464  0.076
H -3.225 -0.024 2.678  0.072
H -2.070 1.004 3.484  0.093
H -1.970 -2.386 3.197  0.097
H -0.964 -2.871 1.859  0.062
H -3.848 -1.839 1.697  0.069
H -3.305 -3.476 1.464  0.093
C 5.456 0.171 -0.322  -0.006
N 4.611 1.337 -0.588  -0.108
C 5.070 2.571 -1.021  -0.002
C 4.005 3.375 -1.131  -0.008
N 2.888 2.620 -0.759  0.010
C 3.280 1.361 -0.428  -0.685
S 2.360 0.032 0.101  0.574
C 1.573 3.183 -0.747  -0.256
C 1.453 4.493 -0.309  0.020
C 0.231 5.124 -0.444  -0.011
C -0.821 4.428 -1.020  -0.029
C -0.602 3.115 -1.383  -0.180
N 0.565 2.466 -1.226  0.065
H 6.482 0.453 -0.537  0.100
H 5.154 -0.654 -0.961  0.094
H 5.364 -0.123 0.720  0.096
H 6.111 2.756 -1.225  0.140
H 3.924 4.390 -1.476  0.136
H 2.298 5.004 0.129  0.129
H 0.111 6.149 -0.119  0.130
H -1.787 4.885 -1.186  0.125
H -1.406 2.560 -1.846  0.061
C 1.141 -5.489 -0.551  -0.024
C 1.601 -4.530 0.338  -0.029
C 1.222 -3.215 0.146  -0.180
N 0.412 -2.821 -0.854  -0.104
C -0.030 -3.767 -1.698  -0.158
C 0.312 -5.100 -1.591  -0.029
H 1.425 -6.527 -0.435  0.126
H 2.250 -4.789 1.162  0.122
H 1.586 -2.445 0.817  0.061
H -0.693 -3.442 -2.493  0.107
H -0.070 -5.814 -2.308  0.122

Output
Energy above the lowest of the compared OMol25 structures with the same formula, charge and spin, eV: 0.000
Charge: +2

---

- What is the energy above the lowest of the compared OMol25 structures with the same formula, charge and spin in the second record?
  2.564 eV